{"formula": "C10H30O5", "method": "ωB97M-V/def2-TZVPD", "molar_mass_da": 230.35, "homo_energy_ev": -10.22, "spin_multiplicity": 1, "homo_lumo_gap_ev": 10.78, "smiles": "CCO.CCO.CCO.CCO.CCO", "e_tot_ha": -775.1294, "species": ["C", "C", "O", "H", "H", "H", "H", "H", "H", "C", "C", "O", "H", "H", "H", "H", "H", "H", "C", "C", "O", "H", "H", "H", "H", "H", "H", "C", "C", "O", "H", "H", "H", "H", "H", "H", "C", "C", "O", "H", "H", "H", "H", "H", "H"], "xyz": [[4.445, 2.556, 2.947], [3.641, 2.955, 1.736], [2.561, 3.776, 2.186], [3.782, 2.126, 3.698], [4.913, 3.441, 3.378], [5.220, 1.831, 2.699], [3.289, 2.078, 1.185], [4.277, 3.538, 1.059], [1.891, 3.825, 1.501], [-4.117, 0.164, 2.311], [-3.642, -1.251, 2.622], [-4.487, -2.241, 2.090], [-3.563, 0.933, 2.848], [-5.174, 0.263, 2.562], [-4.000, 0.345, 1.237], [-3.603, -1.394, 3.703], [-2.613, -1.371, 2.257], [-4.783, -1.969, 1.215], [-1.736, -2.470, -1.132], [-2.790, -3.427, -1.608], [-3.950, -2.692, -1.980], [-2.120, -1.935, -0.262], [-1.536, -1.758, -1.934], [-0.804, -2.970, -0.872], [-3.048, -4.139, -0.819], [-2.407, -4.014, -2.451], [-4.116, -2.829, -2.914], [-0.667, 2.192, 0.894], [-0.877, 1.548, -0.461], [0.353, 1.071, -1.010], [-0.238, 3.190, 0.733], [-0.035, 1.634, 1.578], [-1.627, 2.403, 1.377], [-1.355, 2.268, -1.134], [-1.587, 0.720, -0.406], [0.693, 1.735, -1.615], [2.740, -0.482, -2.483], [3.344, -1.475, -3.443], [4.744, -1.556, -3.171], [1.783, -0.139, -2.868], [3.417, 0.376, -2.420], [2.649, -0.897, -1.483], [3.147, -1.166, -4.473], [2.893, -2.459, -3.269], [5.095, -2.336, -3.609]], "mulliken_charge": [-1.173, 0.037, -0.529, 0.304, 0.276, 0.356, 0.208, 0.256, 0.266, -1.028, -0.177, -0.535, 0.310, 0.356, 0.259, 0.339, 0.173, 0.315, -0.491, -0.397, -0.511, -0.136, 0.224, 0.391, 0.238, 0.384, 0.291, -0.880, -0.115, -0.418, 0.177, 0.330, 0.316, 0.309, 0.006, 0.266, -0.880, -0.312, -0.522, 0.274, 0.315, 0.292, 0.263, 0.275, 0.297]}

{"formula": "C32H89N3O11", "method": "ωB97M-V/def2-TZVPD", "molar_mass_da": 692.07, "homo_energy_ev": -8.81, "spin_multiplicity": 1, "homo_lumo_gap_ev": 8.82, "smiles": "COC[C@H](C)N.COC[C@H](C)N.COC[C@H](C)N.CC(C)O.CC(C)O.CC(C)O.CC(C)O.CCO.CCO.CCO.CCO", "e_tot_ha": -2264.3593, "species": ["C", "O", "C", "C", "C", "N", "H", "H", "H", "H", "H", "H", "H", "H", "H", "H", "H", "C", "O", "C", "C", "C", "N", "H", "H", "H", "H", "H", "H", "H", "H", "H", "H", "H", "C", "O", "C", "C", "C", "N", "H", "H", "H", "H", "H", "H", "H", "H", "H", "H", "H", "C", "C", "C", "O", "H", "H", "H", "H", "H", "H", "H", "H", "C", "C", "C", "O", "H", "H", "H", "H", "H", "H", "H", "H", "C", "C", "C", "O", "H", "H", "H", "H", "H", "H", "H", "H", "C", "C", "C", "O", "H", "H", "H", "H", "H", "H", "H", "H", "C", "C", "O", "H", "H", "H", "H", "H", "H", "C", "C", "O", "H", "H", "H", "H", "H", "H", "C", "C", "O", "H", "H", "H", "H", "H", "H", "C", "C", "O", "H", "H", "H", "H", "H", "H"], "xyz": [[5.278, 5.453, 2.798], [5.103, 4.105, 3.047], [4.917, 3.318, 1.901], [4.054, 2.119, 2.359], [4.812, 0.989, 3.054], [3.386, 1.497, 1.211], [5.451, 6.032, 3.705], [4.360, 5.843, 2.358], [6.110, 5.656, 2.124], [4.227, 3.865, 1.258], [5.809, 2.985, 1.371], [3.322, 2.552, 3.040], [4.223, 0.109, 3.311], [5.347, 1.374, 3.922], [5.586, 0.539, 2.433], [2.792, 2.112, 0.673], [2.868, 0.686, 1.518], [0.245, -2.033, -3.523], [1.287, -2.352, -2.590], [2.554, -2.413, -3.246], [2.796, -3.620, -4.081], [2.658, -4.903, -3.365], [4.116, -3.608, -4.627], [0.541, -1.175, -4.126], [-0.629, -1.860, -2.895], [0.085, -2.850, -4.226], [2.724, -1.478, -3.781], [3.260, -2.443, -2.417], [2.153, -3.616, -4.961], [1.776, -4.934, -2.726], [3.525, -5.042, -2.719], [2.557, -5.664, -4.139], [4.709, -3.886, -3.858], [4.151, -4.442, -5.196], [-1.994, 5.556, 2.625], [-0.674, 5.071, 2.306], [-0.599, 4.173, 1.169], [0.843, 3.785, 0.745], [1.665, 4.962, 0.250], [0.781, 2.898, -0.400], [-2.422, 6.043, 1.748], [-1.963, 6.165, 3.528], [-2.703, 4.765, 2.870], [-1.118, 3.242, 1.396], [-1.071, 4.677, 0.325], [1.370, 3.268, 1.547], [1.084, 5.558, -0.454], [2.621, 4.795, -0.247], [1.827, 5.732, 1.004], [0.256, 3.415, -1.091], [1.687, 2.939, -0.845], [-0.206, 1.874, -3.649], [-0.221, 3.370, -3.906], [-1.234, 3.711, -5.031], [-0.626, 3.944, -2.702], [0.545, 1.658, -2.889], [0.272, 1.392, -4.502], [-1.123, 1.312, -3.473], [0.750, 3.732, -4.244], [-0.983, 3.195, -5.958], [-1.361, 4.789, -5.127], [-2.196, 3.237, -4.839], [-0.957, 4.834, -2.845], [-6.202, -3.329, 1.580], [-5.443, -2.306, 0.788], [-4.798, -3.005, -0.378], [-6.283, -1.305, 0.298], [-6.746, -2.906, 2.424], [-5.509, -4.086, 1.947], [-6.959, -3.833, 0.979], [-4.699, -1.812, 1.412], [-5.478, -3.739, -0.811], [-3.942, -3.631, -0.126], [-4.533, -2.367, -1.221], [-5.782, -0.648, -0.192], [-0.911, -5.153, -0.316], [-0.933, -6.511, -1.102], [-0.731, -7.724, -0.141], [-2.192, -6.706, -1.672], [-1.711, -5.107, 0.423], [-0.946, -4.334, -1.034], [0.009, -5.059, 0.261], [-0.141, -6.465, -1.850], [-1.593, -7.902, 0.502], [0.183, -7.675, 0.450], [-0.612, -8.653, -0.698], [-2.367, -5.915, -2.188], [-4.850, 1.364, -3.092], [-4.049, 1.236, -1.809], [-3.577, 2.608, -1.313], [-4.917, 0.735, -0.845], [-5.667, 2.075, -2.975], [-5.247, 0.428, -3.486], [-4.132, 1.710, -3.836], [-3.246, 0.510, -1.937], [-2.825, 2.968, -2.016], [-3.163, 2.562, -0.306], [-4.445, 3.253, -1.172], [-4.660, 1.077, 0.015], [3.984, -1.909, 0.915], [2.497, -1.846, 0.645], [1.933, -1.037, 1.666], [4.086, -2.265, 1.940], [4.580, -1.000, 0.827], [4.451, -2.660, 0.277], [2.066, -2.837, 0.784], [2.303, -1.445, -0.349], [1.131, -0.651, 1.305], [0.448, 2.052, 4.137], [1.082, 3.364, 4.594], [-0.046, 4.188, 4.876], [1.171, 1.326, 3.765], [-0.222, 2.195, 3.289], [-0.075, 1.513, 4.927], [1.703, 3.846, 3.839], [1.674, 3.165, 5.487], [-0.337, 4.596, 4.057], [-1.425, -1.531, -0.212], [-1.220, -0.003, 0.031], [-0.015, 0.298, 0.660], [-2.174, -1.601, -1.001], [-1.718, -2.019, 0.717], [-0.501, -1.994, -0.556], [-2.078, 0.368, 0.593], [-1.188, 0.549, -0.908], [0.157, 1.231, 0.516], [-0.805, -1.912, 3.728], [-0.132, -3.262, 3.486], [1.286, -3.187, 3.585], [-0.286, -1.138, 3.163], [-0.486, -1.683, 4.745], [-1.875, -1.790, 3.563], [-0.401, -3.572, 2.477], [-0.503, -4.131, 4.031], [1.627, -2.588, 2.917]], "mulliken_charge": [-0.688, -0.330, -0.226, 1.842, -1.531, -0.429, 0.275, 0.185, 0.316, -0.125, 0.335, -0.767, 0.215, 0.478, 0.330, 0.241, 0.001, -0.615, 0.011, -0.984, 0.607, -0.962, -0.798, 0.324, -0.050, 0.307, 0.497, 0.004, 0.351, -0.177, 0.365, 0.463, 0.339, 0.300, -0.866, -0.587, -1.146, 1.642, -1.839, 0.096, 0.373, 0.326, 0.333, 0.362, 0.572, -0.290, 0.314, 0.427, 0.394, -0.559, 0.398, -1.228, 0.321, -1.378, -0.406, 0.266, 0.586, 0.114, 0.335, 0.394, 0.427, 0.237, 0.231, -1.593, 1.058, -1.119, -0.573, 0.381, 0.366, 0.379, 0.002, 0.416, 0.126, 0.256, 0.523, -0.876, 0.723, -1.504, -0.556, 0.331, 0.143, 0.233, 0.028, 0.359, 0.359, 0.389, 0.331, -1.382, 1.413, -0.887, -0.685, 0.375, 0.414, 0.219, -0.645, -0.012, 0.167, 0.546, 0.307, -1.535, 0.396, -0.204, 0.359, 0.270, 0.444, 0.295, -0.015, 0.099, -0.220, -0.299, -0.701, -0.031, -0.128, 0.511, 0.038, 0.463, 0.556, -0.318, 0.406, 0.532, 0.298, 0.255, -0.463, 0.155, -0.462, -0.522, -0.470, 0.309, -0.676, -0.254, 0.315, 0.386, -0.453, 0.422, 0.278]}

{"formula": "C35H31IIrN3Te", "method": "ωB97M-V/def2-TZVPD", "molar_mass_da": 940.38, "homo_energy_ev": [-16.29, -16.30], "spin_multiplicity": 2, "homo_lumo_gap_ev": [5.61, 4.98], "e_tot_ha": -2185.6052, "charge": 3, "species": ["Ir", "C", "C", "C", "C", "C", "C", "C", "C", "C", "C", "C", "C", "C", "C", "H", "H", "H", "H", "H", "H", "H", "H", "H", "H", "H", "C", "N", "C", "C", "N", "C", "H", "H", "H", "H", "H", "H", "Te", "C", "C", "C", "C", "C", "C", "C", "C", "C", "C", "C", "C", "H", "H", "H", "H", "H", "H", "H", "H", "H", "H", "I", "C", "C", "C", "C", "N", "C", "H", "H", "H", "H"], "xyz": [[0.730, 0.228, -0.094], [1.158, -4.498, 1.117], [1.743, -3.403, 0.468], [1.502, -2.144, 0.965], [0.663, -1.930, 2.069], [0.120, -3.050, 2.726], [0.358, -4.322, 2.240], [0.418, -0.624, 2.538], [0.645, 0.557, 1.816], [0.707, 1.837, 2.527], [1.475, 2.906, 2.038], [1.602, 4.080, 2.753], [0.948, 4.223, 3.972], [0.161, 3.190, 4.467], [0.049, 2.009, 3.760], [1.359, -5.497, 0.750], [2.404, -3.571, -0.371], [2.130, -1.334, 0.554], [-0.504, -2.905, 3.600], [-0.068, -5.181, 2.742], [0.035, -0.537, 3.550], [2.015, 2.794, 1.107], [2.218, 4.885, 2.374], [1.057, 5.137, 4.539], [-0.362, 3.308, 5.407], [-0.602, 1.237, 4.150], [5.724, -0.726, -2.409], [4.563, 0.003, -1.868], [4.469, 1.366, -1.714], [3.251, 1.615, -1.177], [2.595, 0.406, -0.999], [3.434, -0.543, -1.430], [6.469, 0.004, -2.704], [5.418, -1.302, -3.279], [6.136, -1.376, -1.642], [5.271, 2.028, -1.994], [2.811, 2.560, -0.908], [3.246, -1.603, -1.443], [-0.931, -0.818, -2.000], [-1.436, -2.789, -1.541], [-1.327, -3.691, -2.595], [-1.753, -4.999, -2.402], [-2.277, -5.385, -1.178], [-2.375, -4.472, -0.132], [-1.951, -3.166, -0.304], [-2.662, 0.220, -1.453], [-3.343, 0.884, -2.468], [-4.522, 1.554, -2.159], [-5.003, 1.551, -0.858], [-4.304, 0.897, 0.151], [-3.126, 0.228, -0.140], [-0.931, -3.393, -3.559], [-1.685, -5.709, -3.216], [-2.622, -6.401, -1.038], [-2.797, -4.780, 0.817], [-2.035, -2.461, 0.513], [-2.985, 0.873, -3.491], [-5.067, 2.066, -2.941], [-5.934, 2.052, -0.629], [-4.682, 0.906, 1.166], [-2.582, -0.271, 0.653], [-3.028, 4.647, 1.010], [-1.621, 3.788, -0.232], [-1.270, 4.352, -1.451], [-0.317, 3.721, -2.237], [0.264, 2.554, -1.794], [-0.066, 2.012, -0.601], [-0.997, 2.618, 0.164], [-1.731, 5.274, -1.784], [-0.019, 4.133, -3.192], [1.007, 2.030, -2.379], [-1.240, 2.152, 1.104]], "mulliken_spin": [0.228, 0.022, -0.011, 0.056, 0.036, 0.035, -0.008, 0.019, 0.178, 0.041, -0.012, 0.001, 0.013, -0.005, 0.019, -0.001, -0.002, 0.003, -0.001, 0.001, -0.007, -0.007, 0.000, 0.000, 0.000, 0.000, -0.001, 0.013, 0.000, 0.015, -0.039, 0.032, 0.000, 0.000, 0.000, -0.001, -0.002, 0.003, 0.382, 0.036, -0.007, -0.006, 0.014, -0.004, -0.007, 0.046, -0.039, -0.004, 0.003, 0.002, 0.008, -0.009, 0.000, 0.001, 0.000, -0.004, -0.007, 0.000, 0.000, 0.000, -0.010, 0.001, 0.000, 0.004, -0.002, -0.002, -0.024, -0.003, 0.000, 0.000, 0.002, 0.009]}